Entry from OMol25: an isolated ion of composition C5H8N and charge +1 at a distorted geometry (the ωB97M-V functional and the def2-TZVPD basis).

```
14
Properties=species:S:1:pos:R:3
C 1.8067 -1.1965 -0.0165
N 1.0496 -0.1481 -0.0803
C 1.8621 1.2526 0.0217
C -0.3019 -0.2007 -0.1673
C -1.5357 -0.1500 -0.2588
C -2.9141 -0.1143 0.0681
H 2.9277 -1.2289 0.1318
H 1.2712 -2.0957 0.0160
H 1.0688 1.9176 0.2282
H 2.1817 1.3491 -1.0234
H 2.5588 0.9851 0.7020
H -3.3847 0.3381 -0.7476
H -3.5057 -1.0152 0.0969
H -3.0845 0.3069 1.0292
```

Computed properties:
Charge   +1
Kohn-Sham gap   9.034 eV
SMILES   C=[N+](C)C#CC
F_max   0.1099 Eh/bohr


Entry from OMol25: an isolated ion of composition C5H8N and charge +1 at a distorted geometry (the ωB97M-V functional and the def2-TZVPD basis).

```
14
Properties=species:S:1:pos:R:3
C 1.9461 -0.2395 -0.0247
C -0.5475 0.3145 0.4050
C -1.5304 -0.1122 -0.7342
C 3.2905 -0.2346 -0.3906
C -2.7704 -0.3385 -0.2562
N 0.8592 0.0280 0.3022
H -0.6792 1.4318 0.5105
H -0.9006 -0.0973 1.3505
H 3.5734 0.7676 -0.7897
H 3.3409 -0.9165 -1.2777
H 3.9574 -0.7424 0.4399
H -3.5474 0.2913 -0.7343
H -2.7436 -0.3706 0.8923
H -3.1891 -1.2076 -0.7679
```

Computed properties:
Charge   +1
Kohn-Sham gap   8.237 eV
F_max   0.1111 Eh/bohr


Entry from OMol25: an isolated ion of composition C5H8N and charge +1 at a distorted geometry (the ωB97M-V functional and the def2-TZVPD basis).

```
14
Properties=species:S:1:pos:R:3
C 0.8308 -1.0684 0.0742
C 2.4777 0.9636 -0.0394
C -0.6328 -0.9409 0.1455
C 1.4161 0.2398 -0.1226
C -1.0021 0.2990 -0.0620
N -2.4248 0.7330 -0.0440
H 1.4742 -1.4539 0.9050
H 1.1108 -1.8031 -0.8238
H 3.5524 0.5040 -0.0401
H 2.4944 2.0364 -0.3809
H -1.1469 -1.8746 0.3519
H -2.6154 1.1968 0.9060
H -2.9408 -0.1626 -0.1044
H -2.5936 1.3308 -0.7653
```

Computed properties:
Charge   +1
Expectation value of S²   2.024
Kohn-Sham gap (spin up / spin down)   7.410 / 6.471 eV
2S+1   3
F_max   0.0996 Eh/bohr


Entry from OMol25: an isolated ion of composition C5H8N and charge +1 at a distorted geometry (the ωB97M-V functional and the def2-TZVPD basis).

```
14
Properties=species:S:1:pos:R:3
C -0.5585 0.5549 1.3850
C -0.4163 0.5536 -1.4277
C 0.6929 0.9176 0.6773
C -0.5917 0.9009 -0.0387
C 0.6975 -0.0700 -0.5693
N 0.5113 -1.5627 -0.3264
H -0.5483 -0.3775 1.9676
H -0.9645 1.2909 2.0355
H -1.2267 -0.1483 -1.6493
H -0.2244 1.4928 -1.9871
H 1.2817 1.7771 0.7142
H 1.4215 -1.9966 -0.5809
H -0.2833 -1.7938 -0.8994
H 0.2088 -1.5389 0.6991
```

Computed properties:
Charge   +1
Expectation value of S²   2.005
Kohn-Sham gap (spin up / spin down)   6.848 / 8.107 eV
2S+1   3
F_max   0.1334 Eh/bohr


Entry from OMol25: one molecule with the formula C5H8N2 at a distorted geometry (the ωB97M-V functional and the def2-TZVPD basis).

```
15
Properties=species:S:1:pos:R:3
C -1.1823 -1.4620 -0.4491
C -1.1650 0.0184 -0.2232
C -0.0111 2.0360 0.3669
N -0.0730 0.7568 -0.0301
C 1.2366 0.1110 -0.2238
C 1.6417 -0.6567 0.9601
N 1.9779 -1.2838 1.8710
H -0.3159 -1.9760 -0.0183
H -1.2496 -1.7494 -1.5104
H -2.0649 -1.8881 0.0414
H -2.0961 0.5662 -0.1320
H 0.9321 2.5571 0.3326
H -0.9381 2.5323 0.6143
H 1.1877 -0.5519 -1.0911
H 1.9779 0.8867 -0.4233
```

Computed properties:
Kohn-Sham gap (spin up / spin down)   7.538 / 7.539 eV
F_max   0.0221 Eh/bohr


Entry from OMol25: C5H8N2 as an isolated structure (the ωB97M-V functional and the def2-TZVPD basis).

```
15
Properties=species:S:1:pos:R:3
C -1.9424 0.1525 -0.6003
N -1.5139 -0.6302 0.5432
C -0.1501 -1.0107 0.7604
C 0.8815 -0.0031 0.2958
C 2.0484 -0.0897 -0.6311
C 0.2499 0.9223 1.0202
N -0.7517 0.0121 1.6283
H -1.2033 0.8816 -0.9563
H -2.8605 0.6780 -0.3229
H -2.1750 -0.5467 -1.4088
H 0.0496 -2.0201 1.1140
H 1.9333 0.5917 -1.4819
H 2.1577 -1.1040 -1.0269
H 2.9813 0.1736 -0.1206
H 0.2952 1.9928 1.1867
```

Computed properties:
Kohn-Sham gap   9.970 eV
F_max   0.0080 Eh/bohr


Entry from OMol25: one molecule with the formula C5H8N2 at a distorted geometry (the ωB97M-V functional and the def2-TZVPD basis).

```
15
Properties=species:S:1:pos:R:3
C 1.5915 -0.4348 -0.6201
C 0.6007 0.1818 0.3790
C -0.2963 1.2449 -0.2615
N -1.3474 0.9443 0.7043
C -0.8392 -0.4069 0.9277
C -1.2227 -1.5037 0.0542
N -1.3204 -2.3731 -0.7027
H 1.0262 -1.0746 -1.3089
H 2.0670 0.3453 -1.2511
H 2.4190 -1.0098 -0.1847
H 0.9218 0.3223 1.3971
H -0.5413 0.8731 -1.2749
H -0.0070 2.2987 -0.3444
H -2.3025 1.0258 0.3851
H -0.9846 -0.7043 1.9855
```

Computed properties:
Kohn-Sham gap   10.838 eV
SMILES   C[C@H]1CN[C@H]1C#N
F_max   0.0351 Eh/bohr


Entry from OMol25: one molecule with the formula C5H8N2 (the ωB97M-V functional and the def2-TZVPD basis).

```
15
Properties=species:S:1:pos:R:3
C -2.8164 -0.2147 0.0184
N -1.4008 -0.0167 0.1606
C -0.7319 -0.6259 1.0479
N 0.6787 -0.5408 1.0973
C 1.0665 0.1398 0.0986
C 2.6989 0.1989 -0.4429
C 1.0483 0.7397 -1.0561
H -2.9878 -0.7602 -0.9177
H -3.2939 -0.7690 0.8408
H -3.3044 0.7600 -0.0896
H -1.1635 -1.2697 1.8252
H 3.1556 0.4563 0.5165
H 2.9230 -0.8189 -0.7545
H 3.0885 0.8915 -1.1922
H 1.0186 1.8127 -1.2031
```

Computed properties:
Kohn-Sham gap   9.532 eV
F_max   0.0099 Eh/bohr